No. 1
8 unconnected molecules or ions with the total composition C41H77F4N2O23 at a distorted geometry. Source: the Open Molecules 2025 dataset; level of theory: ωB97M-V/def2-TZVPD.

Output
* net charge: -1
* LUMO energy: 0.075 hartree
* multiplicity: 1

Atoms and positions in Å:
C -2.5350 1.1557 4.1043
C -1.6805 -0.0318 4.3740
C -1.5179 -1.3339 3.3334
N -1.5706 -0.9821 1.8895
N -2.4566 -1.8364 1.2971
C -0.2995 -0.7113 1.1787
C 1.0315 -0.4317 2.1406
C 1.8561 -1.8276 2.5354
C 2.5343 -1.6096 4.0483
C 2.0418 -2.7629 5.1305
C 2.6392 -4.2504 4.7542
C 4.2248 -4.2615 4.3256
C 0.1920 -1.8758 0.1004
O 0.0530 -3.2150 0.3090
O 0.7890 -1.5603 -1.2408
C -0.5466 0.7702 0.4357
F -0.7753 1.7610 1.5385
F 0.6031 1.2616 -0.3426
C -1.8509 0.8323 -0.5403
F -3.1685 0.8971 0.1700
F -1.8436 -0.1975 -1.6463
H -2.1328 2.1983 4.5240
H -3.5669 1.0265 3.5667
H -1.0067 -0.1122 5.3542
H -2.5067 -1.9716 3.5537
H -0.6438 -2.0211 3.6923
H -2.2345 -2.8523 1.5188
H -2.5788 -1.7161 0.2736
H 0.7723 0.2228 3.0995
H 1.8679 0.2123 1.5799
H 1.1287 -2.7527 2.6542
H 2.6556 -2.1336 1.7374
H 2.2139 -0.5692 4.5317
H 3.7222 -1.5427 3.9558
H 2.3304 -2.4316 6.2383
H 0.8500 -2.7687 5.1217
H 2.4811 -5.0276 5.6355
H 1.9802 -4.6394 3.8382
H 4.2993 -4.4378 3.1495
H 4.8225 -3.2935 4.6500
H 4.7740 -5.1695 4.8273
H -1.7763 1.8728 -1.1235
C 3.1730 2.7104 -0.4059
C 3.1959 3.9383 0.4872
O 4.2767 3.8705 1.4257
C 5.5047 4.1587 0.9282
O 5.7574 4.4722 -0.2262
O 6.4111 4.0091 1.9254
C 7.7627 4.1855 1.5063
H 3.1577 1.7964 0.1959
H 2.2953 2.7224 -1.0575
H 4.0668 2.6608 -1.0358
H 2.2710 3.9764 1.0728
H 3.2453 4.8648 -0.0965
H 7.8986 5.1406 0.9887
H 8.0636 3.3519 0.8640
H 8.3979 4.1835 2.3961
C -1.5046 -1.9474 -4.5338
C -2.5755 -0.8865 -4.3502
O -3.2224 -0.5894 -5.5938
C -4.1370 -1.4991 -6.0114
O -4.4530 -2.5232 -5.4231
O -4.6203 -1.0932 -7.2115
C -5.5227 -2.0197 -7.8121
H -0.8019 -1.6537 -5.3198
H -0.9526 -2.1048 -3.6034
H -1.9412 -2.9036 -4.8393
H -2.1081 0.0430 -4.0073
H -3.3095 -1.1769 -3.5897
H -6.3354 -2.2856 -7.1283
H -4.9783 -2.9140 -8.1312
H -5.9585 -1.5461 -8.6959
C -7.2131 -3.7430 -4.6347
C -8.0822 -4.3695 -3.5585
O -8.6264 -3.3676 -2.6904
C -9.6755 -2.6673 -3.1879
O -10.1877 -2.8231 -4.2870
O -10.0406 -1.7410 -2.2674
C -11.0750 -0.8653 -2.7108
H -6.4450 -3.1048 -4.1868
H -6.7274 -4.5149 -5.2376
H -7.8039 -3.1079 -5.3024
H -7.4670 -5.0273 -2.9350
H -8.8796 -4.9868 -3.9880
H -11.9431 -1.4248 -3.0742
H -10.6897 -0.2009 -3.4906
H -11.3913 -0.2545 -1.8610
C -2.6420 1.3239 -8.2893
C -1.4634 0.7067 -7.5573
O -0.2925 0.7000 -8.3834
C 0.3497 1.8884 -8.5005
O 0.0235 2.9379 -7.9648
O 1.4008 1.7206 -9.3404
C 2.1047 2.9264 -9.6301
H -2.8021 0.8262 -9.2509
H -3.5536 1.2442 -7.6911
H -2.4653 2.3824 -8.5052
H -1.6909 -0.3390 -7.3234
H -1.2651 1.2133 -6.6057
H 2.4099 3.4405 -8.7130
H 1.4823 3.5794 -10.2501
H 3.0045 2.6679 -10.1947
C 5.7033 7.4668 0.6699
C 5.3739 7.5327 -0.8110
O 4.9394 8.8468 -1.1823
C 5.9207 9.7729 -1.3173
O 7.1177 9.5803 -1.1599
O 5.3429 10.9596 -1.6273
C 6.2628 12.0470 -1.6979
H 4.8585 7.8211 1.2688
H 5.9457 6.4431 0.9670
H 6.5570 8.1063 0.9156
H 4.5427 6.8526 -1.0268
H 6.2199 7.2133 -1.4305
H 7.0938 11.8233 -2.3747
H 6.6339 12.2845 -0.6960
H 5.7295 12.9192 -2.0853
C -8.2156 1.5779 7.3225
C -7.9041 0.0942 7.2360
O -8.5243 -0.4944 6.0860
C -7.9105 -0.2544 4.9010
O -6.8910 0.4006 4.7390
O -8.6401 -0.8408 3.9201
C -8.1549 -0.5768 2.6054
H -9.2963 1.7475 7.2879
H -7.8180 2.0033 8.2477
H -7.7814 2.1247 6.4795
H -8.3189 -0.4138 8.1133
H -6.8245 -0.0952 7.2353
H -7.0937 -0.8297 2.5135
H -8.3249 0.4742 2.3514
H -8.7180 -1.1979 1.9037
C 10.7107 -6.1738 3.7380
C 9.4921 -5.3637 4.1441
O 8.4055 -6.2215 4.5141
C 8.4940 -6.7826 5.7454
O 9.3995 -6.6136 6.5492
O 7.4187 -7.5898 5.9209
C 7.4428 -8.3232 7.1436
H 10.4514 -6.8941 2.9559
H 11.5051 -5.5192 3.3699
H 11.1042 -6.7492 4.5819
H 9.1500 -4.7719 3.2881
H 9.7230 -4.6585 4.9509
H 7.5841 -7.6606 8.0036
H 8.2316 -9.0810 7.1061
H 6.4806 -8.8303 7.2551

Forces on atoms 1 to 6 (eV/Å):
C 2.549 -3.103 1.438
C -1.181 2.224 -1.032
C -2.096 0.058 2.457
N 2.208 0.728 1.690
N -1.920 -2.864 -1.219
C 2.526 0.997 -0.607

Results of the Löwdin charge analysis, in e, for atoms 1 through 5: -0.04 -0.13 -0.16 -0.21 0.00

***

No. 2
A gas-phase ion, C2H3INOS (charge +1) at a distorted geometry. Source: the Open Molecules 2025 dataset; level of theory: ωB97M-V/def2-TZVPD.

Output
* net charge: +1
* energy above the lowest of the compared OMol25 structures with the same formula, charge and spin: 1.262 eV
* LUMO energy: -0.204 hartree
* multiplicity: 1

Atoms and positions in Å:
C 0.6067 0.3631 0.3055
C -0.5276 0.7620 0.4643
N 1.6372 -0.6359 0.0483
O -2.2146 1.8740 -0.8681
S -2.2952 1.3144 0.4207
I -2.9016 -1.2290 -0.0729
H 1.6360 -1.3464 0.7166
H 2.5319 -0.1708 -0.0639
H 1.5272 -0.9313 -0.9505

Forces on atoms 1 to 6 (eV/Å):
C -0.646 -0.840 0.182
C 0.551 -0.769 0.801
N -0.998 3.698 -3.162
O -1.046 1.993 -2.410
S 1.646 -2.804 0.908
I 0.192 1.113 0.526

Results of the natural (NBO) charge analysis, in e, for atoms 1 through 5: 0.03 -0.16 -0.68 -0.83 1.30

***

No. 3
A molecular structure, C24H40CrN10OSSe at a distorted geometry. Source: the Open Molecules 2025 dataset; level of theory: ωB97M-V/def2-TZVPD.

Output
* <S²>: 3.980
* net charge: +1
* energy above the lowest of the compared OMol25 structures with the same formula, charge and spin: 1.798 eV
* LUMO energy (alpha / beta): -0.110 / -0.111 hartree
* multiplicity: 4

Atoms and positions in Å:
Cr 0.8496 -0.1886 0.1611
C -3.2485 -4.0205 4.3496
C -3.6788 -2.6884 3.7304
C -4.0523 -1.7269 4.8684
C -4.8884 -2.9253 2.8111
C -2.5826 -2.0716 2.8837
C -2.7442 -0.7971 2.3246
C -1.7675 -0.2597 1.5169
N -0.6430 -0.9055 1.2071
C -0.4456 -2.1248 1.7567
C -1.3893 -2.7171 2.5913
C 0.8073 -2.7366 1.3442
C 1.3600 -3.8793 1.9060
C 2.5597 -4.3996 1.4314
C 3.0776 -3.7899 0.2845
C 2.4940 -2.6500 -0.2102
N 1.4265 -2.0539 0.3409
C 3.2358 -5.5651 2.1140
C 4.6824 -5.7693 1.6530
C 3.2381 -5.3239 3.6309
C 2.4470 -6.8399 1.7790
H -4.0527 -4.4101 4.9677
H -2.3758 -3.8921 4.9861
H -3.0301 -4.7652 3.5881
H -4.7718 -2.1982 5.5338
H -4.4938 -0.8096 4.4900
H -3.1681 -1.4692 5.4469
H -5.6734 -3.4498 3.3489
H -4.6003 -3.5272 1.9518
H -5.2920 -1.9853 2.4443
H -3.6200 -0.2066 2.5327
H -1.8616 0.7329 1.0911
H -1.1765 -3.6886 2.9984
H 0.8658 -4.3313 2.7481
H 3.9541 -4.1699 -0.2109
H 2.9166 -2.1752 -1.0877
H 5.2868 -4.8847 1.8440
H 4.7337 -6.0264 0.5973
H 5.1049 -6.6043 2.2085
H 3.5632 -4.3108 3.8559
H 3.9234 -6.0155 4.1126
H 2.2528 -5.4740 4.0629
H 2.4945 -7.0393 0.7093
H 1.4014 -6.7517 2.0675
H 2.8858 -7.6865 2.3018
Se 1.9082 0.6486 2.0417
C -0.0491 2.8502 -2.8236
N 0.7390 3.3380 -1.7114
C 1.5338 4.5237 -1.9235
C 0.7762 2.6404 -0.5883
O 0.1339 1.5948 -0.4126
H -0.4711 3.6879 -3.3731
H -0.8583 2.2225 -2.4448
H 0.5786 2.2523 -3.4903
H 0.9025 5.4165 -1.9329
H 2.0447 4.4559 -2.8857
H 2.2794 4.6279 -1.1365
H 1.4356 3.0321 0.2037
N 3.9091 0.1418 -4.1125
N 3.5549 0.2747 -2.8199
N 4.4465 0.3103 -1.8651
C 3.7097 0.3056 -0.7727
N 2.4023 0.2631 -1.0713
N 2.3168 0.2606 -2.3889
H 4.8905 0.3440 -4.2571
H 3.2783 0.5736 -4.7740
H 4.0989 0.3442 0.2238
C -6.0639 2.4656 0.8216
N -5.1852 1.7896 -0.1017
C -3.9560 2.2032 -0.4386
N -3.4638 3.3202 0.1338
S -3.0416 1.3180 -1.5030
H -6.9321 1.8409 1.0088
H -6.4152 3.4228 0.4215
H -5.5531 2.6433 1.7719
H -5.5119 0.9643 -0.5798
H -4.0400 3.9453 0.6668
H -2.5713 3.6475 -0.1878

Forces on atoms 1 to 6 (eV/Å):
Cr -0.011 1.803 -0.192
C -0.030 0.190 -0.121
C -0.107 -0.112 0.113
C 0.108 -0.087 -0.153
C 0.161 0.003 0.086
C 0.067 0.490 -0.204

Results of the Löwdin charge analysis, in e, for atoms 1 through 5: 0.33 -0.06 -0.55 -0.03 -0.03

***

No. 4
A molecular structure, C9H23Be2ClN2O5 at a distorted geometry. Source: the Open Molecules 2025 dataset; level of theory: ωB97M-V/def2-TZVPD.

Output
* net charge: +4
* energy above the lowest of the compared OMol25 structures with the same formula, charge and spin: 1.908 eV
* LUMO energy: -0.583 hartree
* multiplicity: 1

Atoms and positions in Å:
Be 16.0034 -8.7717 -6.8862
Be 12.6512 -15.5372 -12.8108
N 8.8310 -16.4101 -4.3610
H 9.5792 -15.8846 -4.7902
H 9.2008 -16.7104 -3.4703
H 8.4978 -17.2067 -4.8848
H 8.1356 -15.6971 -4.1934
Cl 14.0960 -14.6995 -7.0784
O 14.1502 -15.7175 -6.1015
O 12.6815 -14.2718 -7.1362
O 14.9914 -13.6781 -6.6410
O 14.3770 -15.2411 -8.3798
C 20.3422 -18.3746 -3.8038
C 21.4950 -18.5186 -4.8466
C 22.4107 -19.6551 -4.3559
C 21.8116 -21.0525 -4.4482
C 21.5001 -21.3248 -5.9227
C 20.3863 -20.2878 -6.4196
N 20.9607 -18.9152 -6.1915
O 20.0944 -18.0065 -6.6894
C 20.2657 -20.6370 -7.8197
C 19.0201 -20.4998 -5.8451
C 22.3907 -17.2388 -4.8247
H 19.5462 -17.7132 -4.1460
H 20.0844 -19.3643 -3.4270
H 20.8404 -17.8440 -2.9924
H 23.3107 -19.5082 -4.9531
H 22.6551 -19.4877 -3.3070
H 22.6067 -21.7922 -4.3551
H 21.0634 -21.3217 -3.7027
H 21.1843 -22.3492 -6.1198
H 22.4333 -21.1290 -6.4507
H 21.1298 -20.1176 -8.2341
H 19.4061 -20.2589 -8.3730
H 20.5464 -21.6392 -8.1436
H 18.3769 -19.6826 -6.1714
H 18.9666 -20.5919 -4.7603
H 18.6884 -21.4725 -6.2084
H 22.5938 -16.8820 -3.8149
H 23.2953 -17.4836 -5.3815
H 21.7882 -16.4297 -5.2375
H 19.2520 -18.0945 -6.2375

Forces on atoms 1 to 6 (eV/Å):
Be -0.009 0.065 0.006
Be -0.004 0.031 0.001
N 0.521 0.789 0.600
H 0.575 -0.218 -0.827
H -0.027 -0.376 0.649
H -0.214 -0.183 -0.476

Results of the natural (NBO) charge analysis, in e, for atoms 1 through 5: 0.86 0.85 -0.85 0.45 0.46

***

No. 5
A molecular structure, C6H5NO at a distorted geometry. Source: the Open Molecules 2025 dataset; level of theory: ωB97M-V/def2-TZVPD.

Output
* energy above the lowest of the compared OMol25 structures with the same formula, charge and spin: 3.484 eV
* LUMO energy: 0.030 hartree
* multiplicity: 1

Atoms and positions in Å:
C 1.0502 1.1312 -0.1153
C 1.8752 1.8444 0.4091
C -1.3918 0.5157 -0.0583
C -0.0412 0.5346 -0.8036
C -0.1712 -1.4534 0.7346
C -0.1249 -0.9271 -0.6435
N -1.3965 -0.9749 0.0613
O -2.1806 1.3000 0.3192
H 2.6695 2.4356 0.9646
H 0.1648 -1.1295 1.6628
H 0.0001 1.0151 -1.8440
H -0.4255 -2.5524 0.8027
H -0.0280 -1.7394 -1.4896

Forces on atoms 1 to 6 (eV/Å):
C 1.543 2.104 1.233
C 1.000 0.282 0.849
C 0.202 -1.151 0.978
C 0.188 1.363 -1.584
C -1.736 -2.656 -1.275
C 1.171 -4.907 -2.466

Results of the natural (NBO) charge analysis, in e, for atoms 1 through 5: -0.02 -0.22 0.72 -0.45 -0.26

***

No. 6
A molecular structure, C13H19CaO5SbSe at a distorted geometry. Source: the Open Molecules 2025 dataset; level of theory: ωB97M-V/def2-TZVPD.

Output
* energy above the lowest of the compared OMol25 structures with the same formula, charge and spin: 2.121 eV
* LUMO energy: 0.008 hartree
* multiplicity: 1

Atoms and positions in Å:
Ca -0.4116 -1.3550 -0.2404
O 2.2873 -3.5916 -2.4180
C 1.4311 -2.6762 -1.9839
O 1.2590 -2.4810 -0.7766
C 1.2005 -1.5433 -2.9816
O 0.0535 -0.7940 -2.6558
C -1.1559 -1.5019 -2.9592
C -1.0613 -2.7853 -2.1213
O -0.1992 -3.6124 -2.5105
O -1.6416 -2.8175 -1.0337
H 2.3754 -4.2976 -1.7584
H 1.1545 -1.9411 -4.0001
H 2.0544 -0.8623 -2.9016
H -1.2093 -1.7204 -4.0322
H -1.9891 -0.8678 -2.6392
C 0.5871 2.5549 0.4768
Sb 1.9126 1.0591 -0.3046
C 3.6922 2.1681 0.2800
C 1.7818 1.9546 -2.2730
H 0.9797 3.5393 0.2374
H 0.4721 2.4612 1.5522
H -0.3850 2.4238 0.0099
H 3.5505 3.2211 0.0595
H 4.5638 1.8071 -0.2557
H 3.8596 2.0429 1.3448
H 1.7613 3.0351 -2.1523
H 0.8537 1.6228 -2.7316
H 2.6227 1.6784 -2.9044
Se -2.4342 0.2568 0.2503
C -2.4897 0.2595 2.1503
C -3.5760 0.8296 2.8139
C -3.6208 0.8362 4.1937
C -2.5833 0.2885 4.9313
C -1.5001 -0.2762 4.2775
C -1.4572 -0.2970 2.8964
H -4.3793 1.2602 2.2312
H -4.4648 1.2833 4.6995
H -2.6160 0.2832 6.0100
H -0.6777 -0.6942 4.8416
H -0.6008 -0.7510 2.3779

Forces on atoms 1 to 6 (eV/Å):
Ca 0.140 2.299 2.623
O 0.105 -0.098 -0.335
C 1.277 0.158 -0.309
O 1.321 -1.041 -0.144
C 0.741 -0.230 -0.417
O 0.053 0.038 0.322

Results of the natural (NBO) charge analysis, in e, for atoms 1 through 5: 1.70 -0.66 0.83 -0.81 -0.17

***

- Number 6 is which compound?
  C13H19CaO5SbSe